Computed, not measured: a single C5H8O molecule in a non-equilibrium geometry, with wB97M-V/def2-TZVPD.

ORCA input file:
```
! RIJCOSX wB97M-V def2-TZVPD def2/J DEFGRID3
* xyz 0 1
C -1.4083 -0.7708 -0.4072
C -0.4243 0.3597 -0.5428
C -0.0415 0.9938 0.9266
C 0.9715 0.6572 -0.0914
C 1.6787 -0.6194 0.0763
O 2.7705 -0.8348 -0.3866
H -2.3725 -0.2395 -0.3595
H -1.4933 -1.5062 -1.2151
H -1.2710 -1.2553 0.5581
H -0.5727 0.8649 -1.5236
H 0.1938 0.4619 1.8802
H -0.5838 1.8821 1.1784
H 1.4923 1.4265 -0.6429
H 1.0607 -1.4201 0.5494
*
```

Kohn-Sham gap, eV: 10.17
E, eV: -7359.353
HOMO level, eV: -9.14
SMILES: C[C@H]1C[C@H]1C=O
Energy relative to the best compared isomer or geometry (same formula, charge and spin), kcal per mole: 66.9

***

Computed, not measured: a molecular structure, C42H43I2N4O3P2W in a non-equilibrium geometry, with wB97M-V/def2-TZVPD.

ORCA input file:
```
! RIJCOSX wB97M-V def2-TZVPD def2/J DEFGRID3
* xyz 3 3
W -0.0066 0.2931 -1.1181
I -2.9485 -0.5071 6.5266
C -2.3377 -0.3414 4.6388
C -2.5376 0.8577 3.9902
C -2.0744 1.0457 2.6707
I -1.8344 2.9943 1.9872
C -1.6378 -0.0289 1.8736
O -1.4570 0.0426 0.6020
C -1.4362 -1.4158 2.4732
C -0.5595 -3.3423 0.7133
N -1.2948 -3.2745 -0.5526
C -0.6499 -3.8554 -1.7369
C 0.1351 -2.7208 -2.5076
C 1.3652 -3.2097 -3.2480
C 2.2469 -2.4025 -3.8967
C 2.3159 -0.9642 -4.1714
C 1.8211 0.1894 -3.6331
N 1.0008 0.3553 -2.5177
C -1.7665 -1.4897 3.9475
H -2.9673 1.7259 4.4877
H -1.0443 -4.0873 1.3460
H 0.4356 -3.7860 0.5305
H -2.2790 -3.4838 -0.4511
H -1.4393 -4.2522 -2.3712
H 0.0290 -4.6893 -1.4942
H 1.5625 -4.2716 -3.2643
H 3.0561 -2.9620 -4.3677
H 2.9352 -0.6142 -4.9941
H 2.1077 1.1484 -4.0804
H -1.2087 -2.1195 4.6211
C -3.8096 -0.2655 -3.8279
O -2.6935 -1.2185 -3.9678
C -1.7402 -1.2790 -3.0913
O -1.7679 -0.7192 -1.9759
N -0.6766 -1.9814 -3.4624
N 0.6527 -1.8349 -1.4264
H -4.6228 -0.7029 -3.2544
H -4.1468 -0.1903 -4.8587
H -3.5019 0.6912 -3.4205
H -0.6884 -2.3403 -4.4248
H 1.6354 -1.6760 -1.6261
H 0.6251 -2.3120 -0.5400
C 3.5569 0.0180 0.9631
C 3.2054 1.0750 -0.1387
P 1.6515 1.9915 -0.3055
C 1.9969 3.4973 -1.1552
C 3.2626 3.8054 -1.6519
C 3.4522 4.9739 -2.3535
C 2.3970 5.8725 -2.5142
C 1.1629 5.6104 -1.9667
C 0.9391 4.4110 -1.2877
C -1.3272 1.8302 -1.8888
C -1.0609 2.5327 -3.0859
C -2.0427 3.3746 -3.6530
C -3.2997 3.4842 -3.0611
C -3.5762 2.7749 -1.9147
C -2.6162 1.9723 -1.3301
C 2.6887 -1.2706 1.0886
P 1.0002 -0.6783 1.3441
C -0.2072 -2.1463 1.8269
C -2.6275 -2.2480 3.0047
C -2.6322 -3.7094 3.2698
C -1.5394 -4.3629 3.6687
C -0.0860 -3.9946 3.5853
C 0.4970 -3.0121 2.8561
C 1.0971 0.3335 2.8789
C 1.0096 -0.3068 4.1281
C 1.1375 0.3913 5.3259
C 1.4157 1.7479 5.2932
C 1.4900 2.3900 4.0777
C 1.3116 1.7078 2.8946
H 3.5565 0.4775 1.9919
H 4.5888 -0.2950 0.7766
H 3.4003 0.6032 -1.1064
H 3.9396 1.8595 0.0010
H 4.0768 3.0969 -1.5288
H 4.4290 5.1942 -2.7559
H 2.5116 6.7723 -3.1050
H 0.3480 6.3153 -2.1166
H -0.0317 4.1393 -0.8901
H -0.0916 2.5050 -3.5396
H -1.8364 3.9742 -4.5324
H -4.0425 4.0963 -3.5555
H -4.5459 2.8761 -1.4085
H -2.9104 1.4462 -0.4394
H 3.0554 -1.8710 1.9140
H 2.7711 -1.8652 0.1473
H -3.6035 -1.8139 2.8298
H -3.6392 -4.1464 3.4553
H -1.6423 -5.3356 4.1550
H 0.5514 -4.6362 4.1815
H 1.5729 -2.9542 2.7948
H 0.8594 -1.3541 4.2168
H 1.0457 -0.1695 6.2284
H 1.5949 2.2679 6.2277
H 1.6494 3.4686 4.0632
H 1.3380 2.2776 1.9691
*
```

Kohn-Sham gap (alpha / beta), eV: 5.92 / 6.09
E, eV: -92929.366
HOMO level (alpha / beta), eV: -15.10 / -15.86

***

Computed, not measured: a molecular structure, C25H59BeCl3FInN2O10S2 in a non-equilibrium geometry, with wB97M-V/def2-TZVPD.

ORCA input file:
```
! RIJCOSX wB97M-V def2-TZVPD def2/J DEFGRID3
* xyz -2 1
C -3.2121 1.1365 5.2068
C -1.6648 1.1582 4.8922
C -1.3656 -0.0925 3.9897
C -0.4303 -1.1279 4.6803
C -0.6124 -2.5332 3.9984
C 0.5437 -2.9178 3.0335
C 0.1896 -3.0952 1.5268
C -0.8366 -2.0682 0.9617
C -0.7789 -1.9767 -0.5925
C 0.0278 -0.6998 -1.0316
In -1.1870 1.1245 -1.5597
H -3.4082 0.2533 5.8435
H -3.5901 2.0556 5.7159
H -3.7250 1.0063 4.2477
H -1.0251 1.1793 5.7943
H -1.4769 2.0591 4.2806
H -0.8785 0.3170 3.0996
H -2.3231 -0.5594 3.7515
H 0.6117 -0.7909 4.5587
H -0.7304 -1.1930 5.7392
H -0.5949 -3.3051 4.8261
H -1.6141 -2.5691 3.5610
H 0.9451 -3.8833 3.3805
H 1.3610 -2.1797 3.1215
H 1.1210 -2.8854 0.9644
H -0.1332 -4.1240 1.3049
H -0.5870 -1.1051 1.4319
H -1.8471 -2.3334 1.3012
H -0.2016 -2.8502 -0.9508
H -1.8003 -1.9679 -0.9953
H 0.7309 -0.4721 -0.2147
H 0.6082 -0.9757 -1.9456
H -0.7985 2.4001 -0.3149
H -2.9392 0.8255 -1.6894
H -0.5348 1.7806 -3.1116
Be 1.5792 -1.0868 -3.6334
C -4.0319 1.5367 -6.6701
S -2.3812 0.8196 -6.5436
O -1.9980 0.8263 -5.1162
C -1.5264 2.1977 -7.3342
H -4.7348 0.8546 -6.1956
H -4.0568 2.5000 -6.1589
H -4.2964 1.6591 -7.7221
H -1.7166 3.1170 -6.7784
H -1.8732 2.2987 -8.3646
H -0.4604 1.9826 -7.3296
C 1.9176 -2.0847 -8.6238
C 1.4733 -0.9959 -7.6704
O 0.6556 -0.1296 -8.4753
S -0.1052 -0.9949 -9.5913
O -1.4128 -1.2858 -9.1222
O 0.1382 -0.4041 -10.8616
O 0.7776 -2.3337 -9.4603
H 2.7396 -1.7470 -9.2598
H 2.2119 -2.9926 -8.1034
H 2.3074 -0.4474 -7.2420
H 0.8549 -1.3966 -6.8651
Cl -1.1722 -5.2954 4.7300
N -2.8601 4.4611 4.3104
H -2.4432 4.0552 5.1521
H -2.1334 4.6002 3.6048
H -3.5684 3.7954 3.9398
H -3.3007 5.3515 4.5330
F -2.9877 1.5479 2.7083
Cl 3.4690 1.4736 -1.4091
C 3.7025 2.9617 -0.4733
C 2.6696 4.0049 -0.8243
Cl 2.8959 4.6488 -2.4751
H 4.7159 3.3212 -0.6467
H 3.6094 2.6949 0.5793
H 2.7521 4.8518 -0.1428
H 1.6565 3.6053 -0.7544
O -4.5244 -8.0771 3.2430
C -5.2122 -7.2477 2.6352
C -4.1570 -5.9096 2.1598
O -4.8483 -5.0731 1.5580
H -6.0320 -6.7474 3.1792
H -5.6730 -7.5519 1.6785
H -3.3371 -6.3876 1.5931
H -3.6591 -5.5923 3.0954
C 6.6131 6.0164 -4.2172
C 5.9048 6.4679 -5.4900
C 5.1511 5.3323 -6.1889
C 6.0921 4.2671 -6.5794
N 6.8216 3.4433 -6.8863
H 7.3774 5.2662 -4.4271
H 7.1107 6.8622 -3.7397
H 5.9031 5.5934 -3.5035
H 6.6410 6.8963 -6.1749
H 5.1971 7.2618 -5.2416
H 4.6516 5.7059 -7.0833
H 4.3906 4.9126 -5.5280
C -0.1298 -4.6813 8.0371
O -0.0275 -4.0269 9.3221
C 0.3926 -2.7709 9.2729
O 0.6893 -2.1515 8.2890
O 0.4337 -2.2958 10.5349
C 0.8717 -0.9459 10.6239
H -0.4784 -5.6945 8.2145
H -0.8487 -4.1763 7.3968
H 0.8433 -4.7287 7.5530
H 0.1939 -0.2838 10.0853
H 1.8870 -0.8431 10.2410
H 0.8649 -0.6732 11.6780
*
```

Kohn-Sham gap, eV: 4.29
E, eV: -117854.387
HOMO level, eV: -2.15

***

Computed, not measured: a single C5H10 molecule in a non-equilibrium geometry, with wB97M-V/def2-TZVPD.

ORCA input file:
```
! RIJCOSX wB97M-V def2-TZVPD def2/J DEFGRID3
* xyz 0 1
C -0.5563 1.3684 0.0953
C -1.8262 -0.7693 -0.1033
C 2.0542 -0.1649 -0.0218
C -0.4850 -0.1390 0.0818
C 0.6912 -0.7783 -0.0928
H 0.6701 -1.8606 -0.1220
H -0.7162 1.7288 1.1123
H 0.3284 1.8391 -0.3239
H -2.5647 -0.4364 0.6236
H -2.1520 -0.8358 -1.1391
H -1.3088 -1.6929 0.4392
H -1.3730 1.7410 -0.5222
H 2.3116 0.3035 -0.9760
H 2.1183 0.6108 0.7407
H 2.8083 -0.9144 0.2079
*
```

Kohn-Sham gap, eV: 9.92
E, eV: -5345.686
HOMO level, eV: -8.82
SMILES: CC=C(C)C
Energy relative to the best compared isomer or geometry (same formula, charge and spin), kcal per mole: 36.4

***

Computed, not measured: a gas-phase ion, CHN2O3P (charge -2) in a non-equilibrium geometry, with wB97M-V/def2-TZVPD.

ORCA input file:
```
! RIJCOSX wB97M-V def2-TZVPD def2/J DEFGRID3
* xyz -2 1
C 0.0796 0.4965 -1.4261
N -0.1089 1.4479 -2.0588
N -0.2631 0.8850 0.8267
O 1.1234 -1.4730 1.2775
O 0.2895 -0.6863 -1.1702
O -1.4899 -1.3852 1.1918
P -0.1534 -0.6723 0.9115
H 0.5228 1.3872 0.4476
*
```

Kohn-Sham gap, eV: 7.29
E, eV: -19465.028
HOMO level, eV: 0.13
SMILES: N#COP(=N)([O-])[O-]
Energy relative to the best compared isomer or geometry (same formula, charge and spin), kcal per mole: 37.9